This record from the OMol25 dataset describes a cluster of 13 separate species, C47H100FN13O14S in total at a distorted geometry. The level of theory is ωB97M-V with the def2-TZVPD basis set.

CARTESIAN COORDINATES (ANGSTROEM)
C (-1.35, -3.72, 1.55)
C (-0.34, -2.77, 2.21)
C (-1.06, -1.60, 2.88)
C (0.73, -2.27, 1.20)
N (2.01, -2.98, 1.45)
C (3.02, -2.21, 2.24)
C (3.17, -2.76, 3.63)
C (2.41, -2.24, 4.68)
C (2.51, -2.77, 5.95)
C (3.38, -3.82, 6.19)
C (4.15, -4.34, 5.16)
C (4.04, -3.81, 3.88)
S (2.74, -3.67, 0.18)
O (3.24, -2.77, -0.81)
O (3.65, -4.65, 0.67)
F (1.52, -4.43, -0.43)
H (-1.75, -4.41, 2.30)
H (-0.87, -4.32, 0.78)
H (-2.18, -3.15, 1.12)
H (0.20, -3.35, 2.96)
H (-1.76, -1.15, 2.17)
H (-1.65, -1.95, 3.73)
H (-0.36, -0.84, 3.23)
H (0.85, -1.20, 1.33)
H (0.38, -2.45, 0.19)
H (2.67, -1.17, 2.31)
H (3.98, -2.20, 1.73)
H (1.72, -1.42, 4.48)
H (1.89, -2.36, 6.74)
H (3.45, -4.24, 7.18)
H (4.83, -5.17, 5.32)
H (4.62, -4.23, 3.07)
C (6.49, -3.61, 7.65)
C (6.54, -4.89, 8.45)
O (5.57, -5.32, 9.05)
N (7.72, -5.57, 8.48)
C (8.97, -5.22, 7.83)
H (5.49, -3.20, 7.73)
H (7.21, -2.89, 8.04)
H (6.71, -3.81, 6.60)
H (7.69, -6.41, 9.03)
H (9.27, -6.00, 7.13)
H (9.76, -5.09, 8.57)
H (8.86, -4.30, 7.28)
C (-2.41, -2.55, -3.43)
C (-1.39, -1.96, -2.48)
O (-1.71, -1.53, -1.38)
N (-0.10, -1.93, -2.90)
C (0.44, -2.39, -4.16)
H (-3.38, -2.50, -2.95)
H (-2.43, -1.97, -4.35)
H (-2.17, -3.59, -3.65)
H (0.53, -1.52, -2.23)
H (1.19, -3.17, -3.99)
H (0.91, -1.57, -4.70)
H (-0.35, -2.80, -4.78)
C (-0.51, -1.71, 9.19)
C (-0.17, -0.60, 8.23)
O (0.87, -0.60, 7.58)
N (-1.06, 0.41, 8.10)
C (-2.34, 0.58, 8.79)
H (0.30, -2.44, 9.17)
H (-0.62, -1.33, 10.20)
H (-1.44, -2.21, 8.90)
H (-0.78, 1.12, 7.45)
H (-3.15, 0.63, 8.07)
H (-2.34, 1.50, 9.37)
H (-2.53, -0.24, 9.47)
C (0.90, -6.81, -2.31)
C (0.47, -7.48, -3.59)
O (0.44, -6.88, -4.65)
N (0.11, -8.79, -3.51)
C (0.08, -9.65, -2.34)
H (1.15, -5.78, -2.53)
H (0.09, -6.82, -1.57)
H (1.77, -7.30, -1.88)
H (-0.17, -9.18, -4.40)
H (0.75, -10.50, -2.47)
H (-0.93, -10.02, -2.16)
H (0.40, -9.09, -1.46)
C (-4.19, 0.69, -3.52)
C (-3.21, 1.06, -4.62)
O (-2.05, 0.66, -4.59)
N (-3.65, 1.84, -5.62)
C (-4.97, 2.42, -5.82)
H (-3.67, 0.07, -2.80)
H (-4.56, 1.59, -3.02)
H (-5.04, 0.14, -3.93)
H (-2.95, 2.06, -6.32)
H (-5.40, 2.08, -6.76)
H (-4.91, 3.51, -5.85)
H (-5.63, 2.13, -5.01)
C (-1.15, 3.43, -9.73)
C (-1.39, 3.68, -8.26)
O (-2.41, 4.21, -7.85)
N (-0.42, 3.30, -7.39)
C (0.86, 2.67, -7.68)
H (-2.00, 3.79, -10.29)
H (-0.26, 3.96, -10.08)
H (-1.03, 2.36, -9.92)
H (-0.65, 3.49, -6.43)
H (0.93, 1.70, -7.19)
H (1.68, 3.30, -7.33)
H (0.97, 2.53, -8.75)
C (0.79, 6.17, -5.40)
C (1.99, 6.81, -6.06)
O (1.96, 7.20, -7.21)
N (3.12, 6.93, -5.31)
C (3.33, 6.52, -3.93)
H (-0.02, 6.15, -6.13)
H (1.01, 5.15, -5.09)
H (0.47, 6.74, -4.53)
H (3.88, 7.37, -5.80)
H (3.60, 7.38, -3.31)
H (4.14, 5.79, -3.87)
H (2.43, 6.07, -3.53)
C (-3.84, 6.16, -11.15)
C (-2.76, 6.39, -12.18)
O (-1.67, 5.85, -12.12)
N (-3.05, 7.25, -13.20)
C (-4.27, 7.99, -13.43)
H (-3.46, 5.47, -10.40)
H (-4.11, 7.10, -10.65)
H (-4.74, 5.74, -11.60)
H (-2.29, 7.37, -13.85)
H (-4.70, 7.72, -14.40)
H (-4.07, 9.07, -13.43)
H (-4.99, 7.78, -12.66)
C (0.93, 7.41, -11.55)
C (2.02, 8.13, -12.31)
O (1.86, 8.53, -13.45)
N (3.22, 8.31, -11.67)
C (3.57, 7.90, -10.32)
H (0.06, 7.34, -12.18)
H (1.25, 6.40, -11.28)
H (0.68, 7.95, -10.64)
H (3.91, 8.78, -12.23)
H (3.85, 8.77, -9.72)
H (4.41, 7.21, -10.34)
H (2.73, 7.42, -9.84)
C (1.45, -7.34, 1.96)
C (1.59, -8.62, 2.75)
O (0.67, -9.10, 3.38)
N (2.81, -9.22, 2.73)
C (4.01, -8.78, 2.05)
H (0.44, -6.98, 2.07)
H (2.15, -6.58, 2.31)
H (1.65, -7.52, 0.90)
H (2.85, -10.07, 3.27)
H (4.35, -9.53, 1.33)
H (4.82, -8.61, 2.76)
H (3.83, -7.85, 1.51)
C (-3.30, 5.91, 9.74)
C (-3.29, 4.66, 10.60)
O (-4.27, 4.30, 11.23)
N (-2.15, 3.93, 10.64)
C (-0.89, 4.18, 9.96)
H (-4.28, 6.37, 9.82)
H (-2.55, 6.62, 10.09)
H (-3.10, 5.67, 8.70)
H (-2.22, 3.11, 11.22)
H (-0.63, 3.36, 9.30)
H (-0.08, 4.30, 10.68)
H (-0.95, 5.09, 9.37)
C (-6.52, 1.99, 10.51)
C (-5.61, 1.02, 11.23)
O (-4.42, 0.95, 10.96)
N (-6.15, 0.23, 12.19)
C (-7.53, 0.18, 12.63)
H (-5.91, 2.53, 9.80)
H (-7.31, 1.45, 9.98)
H (-6.97, 2.70, 11.20)
H (-5.49, -0.39, 12.63)
H (-7.60, 0.42, 13.69)
H (-7.96, -0.81, 12.48)
H (-8.13, 0.90, 12.08)

Summary:
LUMO level   0.538 eV
Largest force on an atom   1.45 eV Å⁻¹
Total charge   0
HOMO-LUMO gap   9.487 eV
Molecular weight   1122.459 g/mol
Highest occupied orbital energy   -8.95 eV
E   -4114.27409 a.u.

Atom charges from the Löwdin analysis, given in e for atoms 1 to 4: atom 1 (C): -0.06, atom 2 (C): -0.39, atom 3 (C): -0.07, atom 4 (C): -0.15